1.
Formula: C10H26FN2NiO4S2
Source: the Open Molecules 2025 dataset
Level of theory: ωB97M-V/def2-TZVPD

Structure (XYZ):
```
46
Properties=species:S:1:pos:R:3:forces:R:3
Ni 0.334942 0.022257 -0.314156 0.5 0.6 -0.1
F 1.876701 0.990009 0.077486 0.7 0.4 0.2
C 3.460834 -1.041383 -1.424353 -1.4 -0.3 1.3
S 2.864462 -1.401767 0.243776 1.0 0.0 0.2
O 1.400941 -1.654182 0.012112 -1.0 -0.3 -0.2
C 3.405486 -3.040898 0.544125 0.7 -1.9 -1.2
H 3.033210 -1.669300 -2.175766 -0.3 -0.7 -0.2
H 4.492736 -0.973306 -1.478099 2.1 0.1 0.0
H 3.027175 -0.075246 -1.449698 -0.2 1.2 -0.6
H 2.967161 -3.522330 1.438027 0.0 0.6 -0.5
H 4.490698 -3.085630 0.602385 0.2 0.3 0.4
H 3.210830 -3.648662 -0.376527 -0.4 0.3 0.9
C -0.569813 -0.726873 3.987706 0.6 -0.6 0.0
S 0.692115 -0.231985 2.735763 -0.6 -0.1 1.3
O -0.251604 -0.126214 1.568708 -0.5 0.9 -0.1
C 1.230280 1.420425 3.394688 0.1 -0.8 -0.6
H -0.147751 -0.945231 4.934905 1.2 -0.2 0.9
H -1.023612 -1.692976 3.714319 0.1 0.6 -0.6
H -1.297813 0.012156 4.248913 -0.6 0.7 -0.7
H 0.489783 2.200541 3.256361 -0.2 -0.1 -0.1
H 2.199748 1.693062 2.935943 -0.7 -0.3 0.0
H 1.370703 1.211104 4.447137 0.1 0.1 0.3
C -2.770909 -0.778857 0.363295 1.0 -0.9 0.9
C -2.059699 -1.389274 -0.797998 -1.1 -0.9 -1.8
O -0.925678 -1.061472 -1.240813 -2.4 -1.3 0.5
N -2.796000 -2.345870 -1.462938 0.0 0.2 1.1
C -2.182315 -3.102307 -2.516860 -2.6 -0.3 -1.4
H -3.839662 -0.786221 0.204850 -0.2 0.0 0.0
H -2.389564 0.225000 0.468986 -0.1 0.2 0.4
H -2.500503 -1.427104 1.263169 -0.4 1.1 -1.0
H -3.786158 -2.609235 -1.255881 1.6 0.9 0.3
H -1.181680 -3.210149 -2.355913 2.7 -0.4 0.6
H -2.297469 -2.554537 -3.436784 0.0 0.2 -0.6
H -2.663343 -4.085875 -2.679134 0.2 0.5 0.4
C 0.407217 3.514138 0.096678 2.6 -1.8 0.5
C -0.371749 2.892674 -0.997603 0.0 -1.3 -1.2
O -0.485664 1.638670 -1.230450 0.0 1.8 1.2
N -0.952349 3.676917 -1.887669 -0.6 1.4 -0.7
C -1.766247 3.121112 -2.968829 0.9 1.0 -2.0
H -0.006978 3.228202 1.053335 -0.1 -0.1 0.2
H 0.676589 4.542177 0.107719 -0.8 1.2 -0.5
H 1.460084 3.054182 0.058745 -1.6 0.0 0.1
H -0.936043 4.722802 -1.847612 0.2 -1.7 0.4
H -2.036980 4.037887 -3.570901 -0.2 -1.3 0.5
H -2.617840 2.573949 -2.616115 -0.6 0.0 0.4
H -1.234288 2.409627 -3.675022 -0.1 1.0 1.1
```
Forces are in eV/Å.

Its net charge is +1. Its spin multiplicity is 3. Its frontier orbital gap (spin up / spin down) is 9.8 / 10.0 eV. Its HOMO energy (spin up / spin down) is -11.59 / -11.80 eV.

---

2.
Formula: C10H27BrNO4
Source: the Open Molecules 2025 dataset
Level of theory: ωB97M-V/def2-TZVPD

Structure (XYZ):
```
43
Properties=species:S:1:pos:R:3:forces:R:3
Br -18.617190 -20.385710 -0.355480 0.1 -0.2 -0.2
C -14.519820 -18.948220 0.611240 -1.1 0.0 0.7
C -15.654420 -17.908360 0.870520 0.5 -1.1 -0.6
O -16.500800 -17.789960 -0.266070 0.7 1.3 0.0
H -13.903180 -19.139360 1.489480 0.3 0.6 0.1
H -13.918630 -18.739820 -0.273770 -0.1 0.0 0.1
H -15.031530 -19.907480 0.533380 0.0 -0.1 -0.7
H -15.276370 -16.916040 1.116420 0.0 0.0 -0.2
H -16.239710 -18.248200 1.724940 0.0 0.0 0.2
H -16.947750 -18.607250 -0.498160 -0.2 -0.7 0.3
C -17.806730 -20.982440 4.078660 1.3 0.0 0.3
C -18.521260 -19.699760 3.769020 -0.4 0.2 -0.7
O -19.618760 -19.904430 2.895500 -1.0 0.2 1.1
H -16.805820 -20.734280 4.431790 0.4 0.1 -0.3
H -17.712630 -21.562150 3.160410 0.0 -0.3 0.2
H -18.144860 -21.554900 4.942400 -0.9 -0.2 -0.4
H -17.884700 -18.971450 3.266580 0.5 0.0 0.2
H -18.848790 -19.237660 4.700300 -0.4 0.1 -0.1
H -19.319150 -20.209620 2.036020 0.4 -0.1 -0.5
C -20.870310 -21.657780 -5.342490 0.8 -1.1 -0.6
C -20.016930 -21.451000 -4.126030 -0.8 2.3 0.1
O -20.749870 -20.385930 -3.472220 0.1 -1.0 0.9
H -20.405960 -22.506980 -5.843830 -0.2 0.0 -0.8
H -20.909450 -20.773510 -5.978600 0.2 -0.1 0.0
H -21.898450 -21.932060 -5.106270 0.1 0.0 0.3
H -19.055270 -20.965160 -4.291190 0.4 -0.5 -0.8
H -19.802210 -22.352800 -3.552670 -0.6 0.0 0.3
H -20.398990 -20.365630 -2.578870 0.1 0.5 0.6
C -14.569690 -22.838350 -3.814340 -0.1 0.0 -0.8
C -15.815890 -22.672380 -2.957220 0.1 -1.7 -0.2
O -15.550310 -21.777090 -1.980830 1.0 2.5 1.4
H -13.602430 -22.988760 -3.334890 -0.4 -0.1 0.7
H -14.421340 -21.937820 -4.410280 -0.2 0.1 -0.1
H -14.690500 -23.663210 -4.516560 -0.1 -0.1 -0.1
H -16.100530 -23.562450 -2.396110 0.0 -1.0 -0.7
H -16.674500 -22.414210 -3.577080 -0.1 0.2 -0.3
H -16.345900 -21.451640 -1.553380 -0.5 0.1 0.2
C -19.160700 -16.773820 0.656300 -0.1 0.2 0.2
C -18.360700 -16.151140 1.704410 -1.1 -0.5 -1.1
N -17.797610 -15.613850 2.532550 0.9 0.7 1.2
H -19.188290 -17.851620 0.816580 0.1 0.0 -0.3
H -18.725320 -16.495520 -0.303440 -0.1 -0.4 0.0
H -20.181970 -16.397150 0.713070 0.0 0.1 0.1
```
Forces are in eV/Å.

Its net charge is -1. The energy relative to the best compared isomer or geometry (same formula, charge and spin) is 0.000 eV. Its spin multiplicity is 1. Its frontier orbital gap is 8.8 eV. Its HOMO energy is -5.71 eV.

---

3.
Formula: C10H27ClIIrO2P2S
Source: the Open Molecules 2025 dataset
Level of theory: ωB97M-V/def2-TZVPD

Structure (XYZ):
```
45
Properties=species:S:1:pos:R:3:forces:R:3
C 0.049742 0.608256 -3.293062 0.0 -0.3 0.1
C 0.049942 0.975356 -1.814262 0.0 2.9 -0.6
H 0.055542 1.528156 -3.883362 0.0 -0.1 0.2
H -0.822958 -0.004744 -3.531562 0.1 0.1 0.0
H 0.914542 -0.015844 -3.530462 -0.1 0.1 0.0
O 0.054542 2.150756 -1.491262 0.1 -2.1 0.1
I 0.032942 -2.474244 1.759338 0.0 -0.2 0.1
Ir 0.042142 -0.525844 -0.370662 0.1 -3.1 -1.7
P 2.408642 -0.684844 -0.345062 2.0 0.6 -0.6
C 3.175642 0.356756 0.942538 0.0 -0.1 -0.2
C 3.047442 -2.357744 -0.019462 -0.4 0.1 0.0
H 4.086642 -2.429044 -0.357062 -0.2 0.0 0.1
H 4.339442 -0.263644 -1.771662 -0.2 0.0 0.0
H 2.423442 -3.085744 -0.540962 0.2 0.0 -0.1
H 2.925042 -0.809844 -2.706862 0.1 0.0 0.1
H 2.781042 0.045356 1.913938 0.3 0.0 0.0
H 2.979542 -2.547144 1.054738 0.2 -0.1 0.0
C 3.254442 -0.171144 -1.883762 -0.3 -0.1 0.1
H 4.264242 0.244256 0.927738 -0.1 -0.1 0.0
H 2.996942 0.865156 -2.116962 0.1 -0.1 0.0
H 2.917442 1.405556 0.772038 0.3 -0.3 -0.1
P -2.326158 -0.657444 -0.342762 -2.2 0.7 -0.6
C -3.079358 0.395956 0.943338 0.2 -0.1 -0.1
C -3.167058 -0.138144 -1.882062 0.3 -0.1 0.1
H -2.370658 -3.058244 -0.534762 -0.2 0.0 -0.1
H -4.025358 -2.381144 -0.347562 0.2 0.0 0.1
H -2.916058 -2.510744 1.061638 -0.2 -0.1 0.0
C -2.984358 -2.321944 -0.012762 0.4 0.1 -0.1
H -2.842758 -0.780844 -2.704062 -0.1 0.0 0.1
H -4.252858 -0.221244 -1.770162 0.2 0.0 0.0
H -4.169358 0.297656 0.928838 0.2 -0.1 0.0
H -2.807358 1.440956 0.771538 0.0 -0.2 0.0
H -2.900758 0.895756 -2.116562 -0.1 -0.1 0.0
H -2.688958 0.080556 1.915238 -0.2 0.1 -0.1
Cl 0.029542 -2.255244 -2.045562 0.0 -0.3 0.2
C -0.484358 3.052256 2.147138 0.3 1.3 0.4
S 0.721842 1.703056 1.918438 -3.3 1.2 2.4
C 0.237542 0.818756 3.443438 0.9 0.0 1.3
O -0.225358 0.894756 1.022838 0.1 0.2 -0.2
H -0.112058 3.743156 2.931938 -0.2 -0.3 -0.4
H -1.481158 2.667056 2.448138 0.9 -0.2 -0.2
H -0.584158 3.618656 1.198738 0.3 -0.5 0.4
H -0.812158 0.461856 3.401938 0.7 0.5 -0.4
H 0.911742 -0.048544 3.591838 -0.3 0.5 -0.1
H 0.353242 1.493356 4.317338 0.0 -0.3 -0.5
```
Forces are in eV/Å.

Its net charge is +2. The energy relative to the best compared isomer or geometry (same formula, charge and spin) is 0.000 eV. Its spin multiplicity is 5. Its frontier orbital gap (spin up / spin down) is 6.5 / 5.1 eV. Its HOMO energy (spin up / spin down) is -13.24 / -15.45 eV.

---

4.
Formula: C10H27N2O3PSi
Source: the Open Molecules 2025 dataset
Level of theory: ωB97M-V/def2-TZVPD

Structure (XYZ):
```
44
Properties=species:S:1:pos:R:3:forces:R:3
C -0.463159 -3.347529 1.553218 -0.4 0.2 -0.3
Si -1.033872 -2.273941 0.049459 -0.1 -0.8 0.5
C -1.179155 -3.488806 -1.426038 -0.7 -0.3 -0.4
C -2.732774 -1.498227 0.472286 0.0 -0.1 -0.3
C 0.220548 -0.821359 -0.304971 -0.5 0.1 0.6
C -0.439650 0.607449 -0.145592 1.5 0.2 1.0
N -1.202421 1.032393 -1.395146 1.6 -0.7 -0.1
C -0.146863 1.116695 -2.480586 -0.7 0.1 -1.5
C 0.357071 -0.359567 -2.748110 -1.5 0.2 -0.3
N 0.957705 -1.038977 -1.587032 0.5 2.8 -1.4
P 2.694715 -0.817870 -1.405667 2.0 -2.8 2.0
O 3.462887 -0.284990 -2.831192 -1.4 1.0 1.1
O 2.992982 0.315704 -0.186647 -0.4 0.4 -2.5
H -0.668464 -4.434932 1.316182 0.5 1.2 0.3
H -1.080022 -3.089167 2.459179 0.9 -0.1 -0.7
H 0.633680 -3.144206 1.703224 -1.1 -0.5 0.2
H -2.266458 -3.811001 -1.481595 1.1 0.4 0.0
H -0.918104 -3.032832 -2.424806 -0.1 -0.7 1.0
H -0.604886 -4.443466 -1.234083 -0.4 1.2 -0.4
H -3.179447 -0.955495 -0.419621 0.3 -0.5 1.1
H -2.584154 -0.800910 1.345962 -0.4 -0.7 -0.8
H -3.433812 -2.345345 0.734439 0.6 1.0 -0.2
H 0.973327 -0.897360 0.545332 -1.0 0.3 -0.8
H 0.411876 1.350100 -0.054398 -1.3 -0.7 -0.1
H -1.042982 0.737463 0.793095 0.7 -0.2 -0.6
H -1.699446 1.917891 -1.263741 0.1 -0.3 0.1
H -1.844121 0.274752 -1.670518 -0.1 0.5 0.2
H 0.650984 1.858860 -2.225707 -0.7 -0.8 0.2
H -0.688916 1.535764 -3.384122 0.8 -0.7 0.7
H 0.992052 -0.333918 -3.671882 -0.2 -0.2 1.1
H -0.567494 -0.964311 -3.031539 0.8 0.7 0.2
H 4.085014 0.435840 -2.614519 -0.3 -0.3 -0.2
H 3.000911 1.210875 -0.579138 -0.1 0.1 0.7
C -0.499863 3.382376 2.614693 0.3 0.8 0.5
C 0.467177 2.230659 2.961965 -0.5 0.0 -1.7
C 1.740604 2.380816 2.109483 0.6 0.7 0.4
O -0.125945 1.060311 2.632918 -0.3 -0.9 0.3
H -0.785136 3.375343 1.555699 0.1 -0.2 0.0
H -1.414277 3.324470 3.211813 0.1 -0.2 0.0
H -0.035128 4.358234 2.822047 -0.1 0.1 0.0
H 0.781099 2.405293 4.013011 -0.1 -0.4 0.2
H 1.513067 2.335970 1.036231 -0.1 0.1 0.2
H 2.463528 1.592316 2.336490 -0.2 -0.1 0.0
H 2.237322 3.344635 2.299923 0.1 0.0 -0.1
```
Forces are in eV/Å.

Its spin multiplicity is 1. Its frontier orbital gap is 5.5 eV. Its HOMO energy is -5.86 eV.